No. 1
C27H54F3N3O7 | the ωB97M-V functional and the def2-TZVPD basis

Positions of all 94 atoms, in Å:
1 C -0.434 -1.257 -1.585
2 C -0.594 -0.644 -0.102
3 C 0.803 -0.049 0.452
4 C 2.099 -0.907 0.018
5 C 3.382 -0.622 0.991
6 O 3.497 0.791 1.299
7 C 4.054 1.510 0.170
8 C 5.627 1.848 0.394
9 C 6.562 0.710 -0.260
10 O 6.366 0.206 -1.400
11 F 7.709 0.264 0.470
12 C 3.275 -1.533 2.342
13 O 3.042 -2.927 2.071
14 C 4.166 -3.568 1.416
15 C 3.621 -5.032 0.918
16 C 2.392 -5.499 1.873
17 O 4.470 -1.242 3.105
18 C 4.544 -1.987 4.337
19 O 3.285 -2.247 4.979
20 N 5.522 -1.275 5.217
21 C 5.192 0.149 5.417
22 O 6.145 0.974 5.509
23 F 3.879 0.695 5.509
24 C 5.690 -2.005 6.484
25 O 5.071 -1.698 7.540
26 F 6.582 -3.138 6.429
27 H 0.053 -2.291 -1.522
28 H -1.499 -1.361 -2.016
29 H 0.128 -0.507 -2.248
30 H -1.015 -1.482 0.576
31 H -1.378 0.201 -0.094
32 H 0.764 -0.001 1.597
33 H 0.900 1.030 0.046
34 H 2.332 -0.604 -1.078
35 H 1.813 -2.017 -0.016
36 H 4.306 -0.919 0.353
37 H 3.515 2.538 0.149
38 H 3.860 1.020 -0.850
39 H 5.836 2.872 -0.096
40 H 5.786 1.973 1.525
41 H 2.316 -1.145 2.871
42 H 4.543 -3.041 0.472
43 H 5.060 -3.788 2.097
44 H 4.473 -5.793 0.872
45 H 3.156 -4.875 -0.133
46 H 2.708 -5.333 2.974
47 H 2.098 -6.607 1.704
48 H 1.424 -4.892 1.666
49 H 5.009 -3.028 4.114
50 H 2.714 -1.445 5.022
51 C -3.580 -0.725 -5.565
52 C -4.531 -1.892 -5.322
53 N -4.980 -2.016 -3.937
54 C -5.673 -3.274 -3.669
55 C -7.001 -3.519 -4.382
56 C -5.596 -0.828 -3.351
57 C -6.837 -0.261 -4.039
58 H -2.702 -0.789 -4.916
59 H -3.233 -0.741 -6.602
60 H -4.066 0.240 -5.402
61 H -3.991 -2.804 -5.598
62 H -5.376 -1.806 -6.016
63 H -5.831 -3.376 -2.588
64 H -4.993 -4.095 -3.928
65 H -7.811 -2.938 -3.940
66 H -7.280 -4.574 -4.289
67 H -6.951 -3.292 -5.450
68 H -4.841 -0.037 -3.305
69 H -5.836 -1.026 -2.300
70 H -6.740 -0.234 -5.126
71 H -7.004 0.767 -3.703
72 H -7.734 -0.825 -3.783
73 C -4.416 4.747 0.462
74 C -3.099 4.109 0.892
75 N -1.976 4.408 0.008
76 C -0.796 3.590 0.282
77 C -0.106 3.773 1.632
78 C -1.708 5.823 -0.238
79 C -1.408 6.708 0.971
80 H -4.683 4.453 -0.557
81 H -5.219 4.420 1.128
82 H -4.378 5.838 0.513
83 H -3.259 3.025 0.900
84 H -2.889 4.403 1.928
85 H -0.056 3.743 -0.513
86 H -1.088 2.537 0.191
87 H 0.480 4.692 1.666
88 H 0.592 2.945 1.804
89 H -0.811 3.778 2.466
90 H -2.568 6.248 -0.765
91 H -0.885 5.916 -0.956
92 H -2.073 6.510 1.814
93 H -1.537 7.760 0.696
94 H -0.377 6.595 1.308

Values from the calculation:
Structure (SMILES) ... CCCC[C@@H](OCCC(=O)F)[C@@H](OCCC)O[C@H](O)N(C(=O)F)C(=O)F.CCN(CC)CC.CCN(CC)CC
Orbital gap ... 0.2982 Ha
2S+1 ... 1
E_HOMO ... -8.2 eV
Lowest unoccupied orbital energy ... -0.10 eV

Atomic partial charges in e from the Löwdin method, atoms 1 to 8: number 1, C, carries -0.134; number 2, C, carries -0.246; number 3, C, carries -0.197; number 4, C, carries -0.120; number 5, C, carries -0.218; number 6, O, carries -0.143; number 7, C, carries -0.186; number 8, C, carries -0.038


No. 2
C27H54MoP2Si | the ωB97M-V functional and the def2-TZVPD basis

Positions of all 85 atoms, in Å:
1 Mo 0.109 0.906 -0.641
2 C 2.218 1.577 0.088
3 C 1.332 2.689 -0.131
4 C 0.502 1.433 1.647
5 C 1.734 0.855 1.228
6 C 0.254 2.593 0.833
7 C 3.555 1.406 -0.569
8 H 3.504 1.638 -1.639
9 H 3.943 0.385 -0.464
10 H 4.300 2.081 -0.126
11 C 2.475 -0.143 2.050
12 H 3.418 -0.452 1.584
13 H 1.856 -1.035 2.240
14 H 2.719 0.282 3.036
15 C -0.247 1.048 2.881
16 H 0.200 1.502 3.768
17 H -0.228 -0.041 3.034
18 H -1.288 1.376 2.830
19 C -0.774 3.638 1.128
20 H -0.298 4.624 1.249
21 H -1.317 3.410 2.049
22 H -1.505 3.717 0.321
23 C 1.667 3.886 -0.951
24 H 2.383 4.539 -0.433
25 H 0.773 4.482 -1.156
26 H 2.127 3.602 -1.903
27 C -0.511 0.140 -2.642
28 C 0.527 1.140 -2.672
29 C 0.401 2.319 -3.648
30 C -0.558 3.468 -3.273
31 C -1.542 3.187 -2.168
32 C -2.491 2.234 -2.235
33 C -2.718 1.347 -3.422
34 C -1.696 0.199 -3.614
35 H 0.115 1.934 -4.636
36 H -1.084 3.777 -4.197
37 H 1.406 2.741 -3.788
38 H -1.308 0.250 -4.645
39 H -0.167 -0.908 -2.622
40 H 1.548 0.749 -2.722
41 H -2.229 -0.766 -3.583
42 H -3.723 0.912 -3.339
43 H -3.340 2.272 -1.543
44 H -2.737 1.932 -4.357
45 H 0.033 4.343 -2.985
46 H -1.658 4.019 -1.476
47 P 1.415 -1.786 -0.922
48 C 2.667 -2.679 0.057
49 H 2.941 -3.606 -0.475
50 H 2.289 -2.943 1.056
51 H 3.572 -2.068 0.166
52 C 0.172 -3.117 -1.121
53 H 0.687 -4.054 -1.372
54 H -0.540 -2.879 -1.919
55 H -0.387 -3.254 -0.182
56 C 2.287 -1.777 -2.542
57 H 1.672 -1.362 -3.346
58 H 2.583 -2.802 -2.806
59 H 3.190 -1.154 -2.455
60 P -2.171 -0.139 0.442
61 C -3.331 1.170 0.963
62 H -4.360 0.808 0.802
63 H -3.182 2.088 0.386
64 H -3.205 1.410 2.032
65 C -3.083 -0.998 -0.866
66 H -3.145 -0.386 -1.764
67 H -4.102 -1.211 -0.496
68 H -2.585 -1.945 -1.117
69 C -2.361 -1.356 1.788
70 H -3.421 -1.608 1.899
71 H -2.004 -0.973 2.751
72 H -1.804 -2.276 1.559
73 C -0.823 -2.663 4.799
74 Si 0.371 -3.092 3.407
75 C 2.113 -3.383 4.052
76 C -0.246 -4.557 2.392
77 H -0.696 -1.614 5.111
78 H -0.603 -3.316 5.659
79 H -1.871 -2.815 4.495
80 H 2.837 -3.533 3.235
81 H 2.451 -2.529 4.662
82 H 2.102 -4.285 4.685
83 H -0.356 -5.417 3.073
84 H -1.223 -4.358 1.924
85 H 0.473 -4.825 1.602

Values from the calculation:
Orbital gap (alpha / beta) ... 0.1748 / 0.2687 Ha
2S+1 ... 3
E_HOMO (alpha / beta) ... -11.8 / -14.5 eV
Lowest unoccupied orbital energy (alpha / beta) ... -7.03 / -7.22 eV
Total charge ... +2
Relative energy (zero: lowest compared OMol25 entry of this formula, charge and spin) ... 0.0 kcal per mole

Atomic partial charges in e from the Löwdin method, atoms 1 to 8: number 1, Mo, carries 1.364; number 2, C, carries -0.289; number 3, C, carries -0.315; number 4, C, carries -0.286; number 5, C, carries -0.253; number 6, C, carries -0.298; number 7, C, carries -0.003; number 8, H, carries 0.088


No. 3
C27H54O13 | the ωB97M-V functional and the def2-TZVPD basis

Positions of all 94 atoms, in Å:
1 C -5.600 5.925 1.546
2 C -4.106 6.362 1.438
3 O -3.310 5.557 2.294
4 C -2.061 5.761 2.297
5 C -1.267 4.599 2.992
6 O -1.430 6.703 1.855
7 H -5.927 5.873 2.517
8 H -5.675 4.949 1.048
9 H -6.391 6.416 1.070
10 H -3.530 6.423 0.437
11 H -3.963 7.235 2.065
12 H -0.928 4.702 4.019
13 H -0.457 4.041 2.263
14 H -1.943 3.875 3.040
15 C 1.909 -3.231 -2.003
16 C 1.969 -2.134 -3.107
17 O 1.204 -2.824 -4.174
18 C 1.056 -2.098 -5.280
19 C 0.547 -2.992 -6.438
20 O 1.371 -1.026 -5.653
21 H 2.341 -2.863 -1.082
22 H 2.450 -4.056 -1.994
23 H 1.021 -3.592 -1.736
24 H 1.434 -1.297 -2.757
25 H 2.920 -1.846 -3.497
26 H 1.120 -3.886 -6.641
27 H 0.600 -2.561 -7.569
28 H -0.519 -3.240 -6.273
29 C -5.782 -5.243 -1.028
30 C -4.388 -4.713 -0.752
31 O -3.723 -4.293 -1.842
32 C -2.528 -3.769 -1.884
33 C -2.144 -3.081 -3.181
34 O -1.793 -3.769 -0.890
35 H -6.381 -4.323 -1.412
36 H -6.143 -5.888 -0.245
37 H -6.053 -6.028 -1.776
38 H -4.338 -3.999 -0.076
39 H -3.999 -5.520 -0.276
40 H -1.668 -2.198 -2.931
41 H -2.967 -2.829 -3.819
42 H -1.331 -3.612 -3.762
43 C 4.054 2.793 2.438
44 C 3.780 1.254 2.200
45 O 4.906 0.533 2.621
46 C 4.809 -0.783 2.768
47 C 6.192 -1.363 3.268
48 O 3.743 -1.411 2.846
49 H 4.203 2.921 3.592
50 H 3.077 3.403 2.187
51 H 4.825 3.176 1.763
52 H 2.900 1.007 2.812
53 H 3.563 1.064 1.039
54 H 6.423 -1.132 4.132
55 H 6.856 -0.917 2.703
56 H 5.943 -2.534 3.214
57 C 6.189 -1.661 -1.954
58 C 5.770 -0.305 -1.350
59 O 4.632 0.280 -2.184
60 C 3.992 1.316 -1.676
61 C 2.744 1.713 -2.488
62 O 4.373 2.092 -0.704
63 H 6.185 -1.689 -3.043
64 H 5.367 -2.374 -1.729
65 H 6.964 -2.173 -1.488
66 H 5.520 -0.525 -0.284
67 H 6.582 0.323 -1.135
68 H 2.493 0.914 -3.004
69 H 2.660 2.429 -3.082
70 H 1.849 2.167 -1.894
71 C -2.684 -1.849 1.987
72 C -3.133 -0.734 3.121
73 O -3.866 0.322 2.460
74 C -3.993 1.412 3.061
75 C -4.909 2.340 2.325
76 O -3.419 1.812 4.112
77 H -2.132 -1.433 1.205
78 H -3.686 -2.364 1.653
79 H -2.006 -2.618 2.382
80 H -3.450 -1.325 4.011
81 H -2.260 -0.301 3.560
82 H -4.134 2.602 1.656
83 H -5.043 3.415 2.864
84 H -5.677 2.015 1.743
85 C 0.571 -0.685 0.380
86 C -0.130 0.568 -0.054
87 C -0.536 1.609 1.067
88 O -0.334 0.828 -1.306
89 H 1.519 -0.635 -0.076
90 H 0.006 -1.639 0.197
91 H 0.979 -0.579 1.405
92 H -0.560 1.041 2.036
93 H -1.499 1.810 0.743
94 H 0.185 2.356 1.100

Values from the calculation:
Structure (SMILES) ... CCOC(C)=O.CCOC(C)=O.CCOC(C)=O.CCOC(C)=O.CCOC(C)=O.CCOC(C)=O.CC(C)=O
Orbital gap ... 0.3793 Ha
2S+1 ... 1
E_HOMO ... -9.8 eV
Lowest unoccupied orbital energy ... 0.53 eV
Relative energy (zero: lowest compared OMol25 entry of this formula, charge and spin) ... 267.6 kcal per mole

Atomic partial charges in e from the Löwdin method, atoms 1 to 8: number 1, C, carries -0.039; number 2, C, carries -0.157; number 3, O, carries -0.011; number 4, C, carries -0.573; number 5, C, carries 0.046; number 6, O, carries 0.083; number 7, H, carries 0.047; number 8, H, carries 0.072


No. 4
C27H55NO7 | the ωB97M-V functional and the def2-TZVPD basis

Positions of all 90 atoms, in Å:
1 C -28.365 -29.743 -21.328
2 N -29.481 -30.624 -21.563
3 C -30.542 -30.467 -20.609
4 C -29.507 -31.448 -22.640
5 O -28.599 -31.519 -23.439
6 H -28.645 -28.689 -21.455
7 H -27.505 -29.908 -21.968
8 H -28.038 -29.790 -20.285
9 H -30.946 -29.453 -20.533
10 H -31.397 -31.110 -20.831
11 H -30.245 -30.707 -19.582
12 H -30.403 -32.087 -22.613
13 C -27.923 -25.417 -20.868
14 C -28.449 -26.194 -19.697
15 C -27.735 -25.568 -18.519
16 O -26.430 -25.287 -19.010
17 C -26.527 -24.966 -20.426
18 H -28.495 -24.494 -21.019
19 H -27.903 -25.910 -21.839
20 H -28.195 -27.254 -19.758
21 H -29.539 -26.117 -19.649
22 H -27.760 -26.179 -17.615
23 H -28.224 -24.645 -18.170
24 H -25.714 -25.498 -20.928
25 H -26.264 -23.907 -20.458
26 C -34.292 -26.816 -19.397
27 C -33.151 -25.950 -18.908
28 C -32.224 -26.900 -18.162
29 O -32.349 -28.120 -18.903
30 C -33.672 -28.227 -19.439
31 H -34.641 -26.466 -20.369
32 H -35.145 -26.824 -18.719
33 H -33.541 -25.141 -18.283
34 H -32.553 -25.477 -19.689
35 H -32.507 -27.057 -17.118
36 H -31.189 -26.573 -18.228
37 H -34.214 -28.920 -18.791
38 H -33.610 -28.626 -20.451
39 C -30.807 -21.479 -19.654
40 C -31.694 -21.246 -20.869
41 C -31.664 -22.638 -21.583
42 O -31.121 -23.540 -20.629
43 C -31.127 -22.949 -19.339
44 H -31.034 -20.843 -18.800
45 H -29.770 -21.418 -19.982
46 H -31.282 -20.474 -21.518
47 H -32.701 -20.954 -20.566
48 H -30.957 -22.542 -22.408
49 H -32.656 -22.975 -21.888
50 H -30.300 -23.392 -18.783
51 H -32.066 -23.054 -18.789
52 C -32.924 -25.166 -26.540
53 C -33.808 -23.959 -26.875
54 C -34.837 -24.665 -27.762
55 O -35.124 -25.867 -27.059
56 C -33.938 -26.300 -26.378
57 H -32.314 -25.074 -25.636
58 H -32.150 -25.350 -27.289
59 H -33.266 -23.160 -27.375
60 H -34.258 -23.620 -25.942
61 H -34.398 -24.935 -28.730
62 H -35.774 -24.129 -27.896
63 H -33.620 -27.234 -26.846
64 H -34.170 -26.502 -25.332
65 C -31.076 -31.164 -27.860
66 C -31.978 -32.139 -28.599
67 C -33.213 -32.311 -27.708
68 O -32.781 -32.012 -26.387
69 C -31.566 -31.279 -26.393
70 H -31.306 -30.159 -28.215
71 H -30.039 -31.448 -28.002
72 H -31.520 -33.127 -28.706
73 H -32.309 -31.850 -29.599
74 H -33.561 -33.342 -27.757
75 H -33.997 -31.601 -27.991
76 H -30.783 -31.717 -25.771
77 H -31.804 -30.276 -26.026
78 C -31.502 -27.144 -22.133
79 C -30.981 -26.037 -23.067
80 C -30.369 -26.928 -24.155
81 O -31.315 -27.954 -24.347
82 C -32.009 -28.197 -23.116
83 H -32.221 -26.699 -21.445
84 H -30.670 -27.491 -21.515
85 H -30.290 -25.360 -22.570
86 H -31.799 -25.470 -23.516
87 H -29.377 -27.286 -23.849
88 H -30.234 -26.392 -25.097
89 H -31.962 -29.236 -22.795
90 H -33.060 -27.960 -23.322

Values from the calculation:
Structure (SMILES) ... CN(C)C=O.C1CCOC1.C1CCOC1.C1CCOC1.C1CCOC1.C1CCOC1.C1CCOC1
Orbital gap ... 0.3523 Ha
2S+1 ... 1
E_HOMO ... -9.1 eV
Lowest unoccupied orbital energy ... 0.48 eV
Relative energy (zero: lowest compared OMol25 entry of this formula, charge and spin) ... 2.4 kcal per mole

Atomic partial charges in e from the Löwdin method, atoms 1 to 8: number 1, C, carries -0.051; number 2, N, carries -0.180; number 3, C, carries -0.077; number 4, C, carries -0.339; number 5, O, carries 0.013; number 6, H, carries 0.064; number 7, H, carries 0.090; number 8, H, carries 0.091